{"formula": "C25H58BrFN2O10", "method": "the ωB97M-V functional and the def2-TZVPD basis", "symbols": ["N", "C", "C", "O", "C", "C", "Br", "O", "N", "O", "O", "C", "O", "F", "H", "H", "H", "H", "H", "H", "H", "H", "C", "C", "O", "C", "C", "H", "H", "H", "H", "H", "H", "H", "H", "H", "H", "C", "C", "O", "C", "C", "H", "H", "H", "H", "H", "H", "H", "H", "H", "H", "C", "C", "O", "C", "C", "H", "H", "H", "H", "H", "H", "H", "H", "H", "H", "C", "C", "O", "C", "C", "H", "H", "H", "H", "H", "H", "H", "H", "H", "H", "C", "C", "O", "C", "C", "H", "H", "H", "H", "H", "H", "H", "H", "H", "H"], "positions_angstrom": [[1.51131, 3.89989, -1.30964], [0.75091, 2.79466, -2.06198], [-0.15619, 1.83696, -1.08793], [0.65762, 0.59674, -0.86030], [-1.57367, 1.32891, -1.73445], [-2.77351, 2.44387, -1.75658], [-2.32598, 4.20120, -0.91635], [-3.19926, 2.56313, -3.19088], [-2.28287, 3.24028, -3.90341], [-2.71047, 4.30513, -4.31998], [-3.92473, 1.86085, -1.04705], [-5.11558, 2.72212, -1.10783], [-5.46469, 3.39879, 0.02161], [-6.02448, 2.89386, -2.26754], [1.26257, 4.82743, -1.76546], [1.17125, 3.93377, -0.31297], [1.55066, 2.10876, -2.58796], [0.16203, 3.34044, -2.91407], [-0.26526, 2.31727, -0.00029], [0.68153, 0.18227, -1.79176], [-1.43094, 0.84291, -2.81365], [-1.94907, 0.42688, -1.04875], [-6.06041, -2.17430, -1.76712], [-4.65070, -1.62877, -1.92536], [-3.64259, -2.50838, -1.43396], [-3.56749, -3.79303, -2.04766], [-3.29180, -3.73454, -3.54066], [-6.26952, -2.39627, -0.71277], [-6.79473, -1.44641, -2.12685], [-6.20499, -3.09956, -2.32848], [-4.56698, -0.70186, -1.34886], [-4.44542, -1.36242, -2.96655], [-4.47612, -4.36604, -1.83535], [-2.74516, -4.32795, -1.55827], [-4.08606, -3.21665, -4.08354], [-3.20747, -4.74469, -3.95195], [-2.35780, -3.19711, -3.73649], [0.28804, -4.41206, -0.73369], [1.18079, -3.61757, -1.67269], [1.82177, -2.50973, -1.04557], [2.68414, -2.81202, 0.04874], [3.83878, -3.72571, -0.32604], [-0.48006, -3.76287, -0.29412], [-0.20524, -5.22694, -1.27323], [0.85251, -4.85150, 0.09117], [0.56434, -3.20824, -2.47951], [1.92356, -4.26306, -2.15103], [2.10592, -3.22639, 0.88119], [3.09082, -1.85718, 0.40196], [3.49191, -4.69955, -0.67972], [4.48708, -3.89405, 0.53886], [4.43466, -3.27942, -1.12933], [3.02882, 0.57793, 1.93405], [3.21779, 1.85719, 2.73263], [1.99157, 2.46300, 3.13366], [1.13967, 1.67984, 3.96642], [1.78439, 1.27685, 5.28187], [2.42161, 0.77013, 1.04018], [3.99785, 0.17502, 1.62242], [2.51768, -0.19309, 2.51405], [3.73878, 2.58789, 2.10559], [3.85833, 1.68760, 3.60334], [0.77832, 0.80354, 3.41819], [0.25726, 2.29424, 4.18024], [2.66890, 0.65364, 5.13015], [1.07657, 0.71158, 5.89517], [2.10148, 2.16413, 5.84019], [-1.99420, 4.40007, 7.21209], [-1.46797, 3.00376, 7.50074], [-0.04520, 2.93033, 7.54326], [0.60238, 3.73421, 8.52662], [0.18619, 3.40110, 9.94940], [-1.59337, 4.77170, 6.26031], [-3.08747, 4.39260, 7.15565], [-1.70484, 5.11310, 7.98668], [-1.79317, 2.33395, 6.69818], [-1.89504, 2.60472, 8.42570], [0.44750, 4.79581, 8.30745], [1.67851, 3.55252, 8.42268], [-0.88041, 3.57124, 10.11430], [0.73903, 4.01975, 10.66236], [0.38709, 2.34730, 10.17003], [3.37682, -1.43372, -7.87293], [3.94232, -1.39955, -6.46262], [2.95532, -1.17102, -5.46009], [1.90800, -2.13411, -5.36981], [2.40273, -3.53871, -5.06844], [2.85481, -0.49521, -8.09953], [4.17961, -1.57624, -8.60346], [2.65795, -2.24493, -8.00447], [4.65842, -0.57447, -6.39219], [4.50290, -2.31250, -6.24024], [1.29945, -2.11585, -6.27995], [1.25133, -1.80936, -4.55421], [3.05880, -3.91910, -5.85498], [1.55818, -4.22746, -4.97341], [2.97238, -3.55124, -4.13309]], "forces_ev_per_a": [[-1.674, 0.120, -0.161], [0.129, 0.499, -0.519], [0.916, -0.489, -0.052], [-1.523, 0.881, -2.360], [-0.052, -0.682, 1.184], [0.558, -2.226, -0.926], [-0.300, -1.063, -0.770], [-1.806, 0.084, 3.064], [0.784, 4.120, -2.139], [0.877, -3.517, 1.137], [-1.950, 2.949, -2.572], [-2.737, 4.383, 6.634], [2.436, -5.148, -8.558], [3.782, -1.338, 3.357], [0.380, -1.635, 1.040], [0.499, 0.072, -1.467], [-1.646, 1.169, 1.070], [0.706, -1.377, 1.589], [-0.023, -1.058, -2.541], [0.274, 0.610, 2.253], [-0.301, 1.482, 2.252], [0.746, 2.066, -1.377], [-0.084, -0.140, 0.117], [-0.064, -0.100, 0.089], [0.128, 0.032, 0.065], [0.027, 0.088, -0.009], [0.001, 0.108, -0.113], [0.047, 0.104, -0.201], [0.110, -0.068, 0.063], [-0.030, 0.081, -0.059], [0.202, -0.227, 0.022], [-0.051, -0.036, -0.086], [-0.035, 0.014, -0.086], [-0.135, 0.286, 0.077], [0.006, -0.114, 0.013], [0.005, 0.096, 0.059], [-0.073, -0.090, 0.045], [-0.119, 0.066, 0.186], [0.036, 0.048, 0.243], [-0.066, 0.055, -0.158], [0.046, 0.053, -0.060], [0.038, -0.088, -0.156], [0.123, -0.104, -0.134], [0.055, 0.099, 0.030], [-0.002, -0.065, -0.086], [0.152, 0.172, 0.111], [-0.003, -0.089, 0.058], [0.013, -0.080, -0.013], [-0.266, -0.069, -0.238], [0.028, 0.002, 0.108], [-0.071, 0.042, -0.083], [-0.060, -0.011, 0.130], [-0.207, -0.018, -0.145], [-0.056, -0.076, -0.047], [-0.059, 0.138, -0.088], [0.097, 0.017, 0.067], [0.182, 0.000, 0.070], [0.156, -0.054, 0.132], [-0.075, 0.095, 0.031], [0.085, -0.024, 0.032], [-0.251, 0.067, 0.132], [-0.010, -0.072, 0.055], [0.056, -0.075, 0.014], [0.244, 0.073, -0.160], [-0.090, -0.068, -0.039], [0.060, 0.141, -0.047], [-0.159, -0.129, -0.060], [0.076, 0.166, -0.090], [0.075, 0.119, -0.029], [0.040, -0.055, -0.047], [-0.062, -0.081, -0.009], [-0.107, -0.108, 0.080], [-0.110, -0.113, 0.162], [0.145, -0.027, -0.016], [-0.089, -0.042, 0.022], [0.277, 0.001, 0.082], [-0.028, 0.064, 0.060], [-0.058, 0.012, 0.062], [-0.236, -0.102, -0.190], [0.081, 0.082, 0.019], [-0.038, -0.066, -0.088], [0.021, 0.145, -0.035], [-0.173, 0.071, -0.087], [-0.113, 0.038, -0.035], [-0.055, 0.059, 0.075], [0.169, 0.024, 0.001], [0.171, -0.078, 0.017], [0.156, -0.160, 0.045], [-0.088, 0.044, 0.111], [0.091, -0.035, -0.030], [-0.221, -0.043, 0.208], [-0.028, -0.075, -0.048], [0.023, -0.081, -0.047], [0.247, 0.153, -0.094], [-0.122, -0.010, -0.012], [0.062, 0.072, 0.005], [-0.113, 0.041, -0.109]], "mulliken_charge": [-0.64, -0.12, -0.14, -0.20, -0.67, 0.45, -0.02, -0.10, 0.19, -0.33, -0.20, 0.64, -0.43, -0.19, 0.29, 0.26, 0.12, 0.21, 0.36, 0.16, 0.28, 0.10, -1.29, 0.11, -0.40, -0.24, -1.08, 0.33, 0.41, 0.30, 0.03, 0.31, 0.34, 0.23, 0.31, 0.41, 0.22, -1.40, 0.27, -0.28, 0.14, -1.22, 0.29, 0.44, 0.36, 0.00, 0.16, 0.36, -0.13, 0.30, 0.41, 0.29, -0.67, -0.67, -0.45, -0.24, -1.02, 0.04, 0.45, 0.31, 0.40, 0.33, 0.21, 0.35, 0.34, 0.41, 0.18, -1.06, -0.36, -0.32, -0.36, -1.07, 0.29, 0.39, 0.26, 0.34, 0.31, 0.33, 0.31, 0.26, 0.38, 0.30, -1.00, -0.34, -0.42, -0.04, -1.00, 0.28, 0.39, 0.26, 0.33, 0.30, 0.31, -0.01, 0.37, 0.41, 0.19], "spin_multiplicity": 1, "smiles": "NC[C@H](O)C[C@@](Br)(ON=O)OC(=O)F.CCOCC.CCOCC.CCOCC.CCOCC.CCOCC", "mol_weight_g_mol": 645.64, "orbital_gap_ev": 8.242, "e_lumo_ev": -1.0}